Record 1
21
Properties=species:S:1:pos:R:3:forces:R:3 method="wB97M-V/def2-TZVPD" orbital_gap_ev=6.77 lumo_energy_ev=0.749 e_homo_ev=-6.02 de_lowest_ev=5.275
O -1.536 -1.666 1.036 -0.018 0.136 -0.101
N 0.942 -0.448 -0.911 -0.391 -0.017 -0.113
C -1.115 -0.510 0.323 0.218 -0.029 0.051
C 1.638 0.212 1.394 -0.178 -0.087 -0.144
C -1.670 0.778 0.842 -0.037 -0.068 0.004
C 0.869 -0.595 0.598 -0.102 0.134 -0.096
C -0.807 -0.704 -1.069 0.542 0.074 0.239
C 1.304 0.887 -1.428 -0.066 -0.158 0.117
H -0.892 -1.720 -1.443 0.003 0.009 0.002
H 1.895 -0.115 2.391 -0.012 -0.025 -0.027
H 1.822 1.254 1.165 -0.003 0.005 -0.055
H -1.161 1.054 1.775 0.004 -0.006 -0.022
H 0.813 -1.646 0.856 -0.063 -0.003 0.006
H -1.518 1.595 0.132 0.008 -0.032 0.001
H 1.195 0.881 -2.513 0.002 -0.011 0.039
H 0.622 1.622 -1.005 -0.015 -0.018 0.016
H 1.594 -1.133 -1.306 -0.072 0.082 0.081
H -2.501 -1.672 1.080 0.101 0.009 -0.006
H -1.072 0.049 -1.808 0.049 0.022 0.011
H 2.326 1.150 -1.162 -0.032 -0.014 0.005
H -2.748 0.726 1.053 0.061 -0.001 -0.009

=====

Record 2
20
Properties=species:S:1:pos:R:3:forces:R:3 method="wB97M-V/def2-TZVPD" orbital_gap_ev="2.20 / 8.60" lumo_energy_ev="3.664 / 3.550" e_homo_ev="1.46 / -5.05" total_charge=-1 spin_multiplicity=2 de_lowest_ev=0.656
N 0.792 -0.685 0.617 0.093 0.973 -0.750
N -2.964 -0.031 -1.790 -0.067 -0.431 0.334
N 1.601 0.590 2.548 -0.081 0.187 -1.121
C -0.380 -0.156 -1.482 -0.176 1.820 0.400
C 0.650 0.327 -0.442 -0.072 -1.377 -0.529
C 1.899 -0.415 1.541 -1.379 -1.583 1.341
C -1.760 0.303 -1.011 -0.381 0.078 -0.201
H 1.629 0.288 -0.925 -0.009 0.745 0.042
H -2.773 -0.155 -2.775 0.114 -0.086 -0.007
H 2.322 1.294 2.586 0.220 0.212 0.433
H -0.066 -0.759 1.160 0.294 0.070 0.035
H -3.377 -0.883 -1.424 0.104 0.058 -0.357
H 0.332 1.327 -0.128 0.522 0.134 0.260
H -1.939 -0.037 0.010 0.013 0.005 0.050
H 2.855 -0.321 1.055 0.049 0.563 -0.505
H -0.247 -1.194 -1.585 -0.176 -1.467 -0.183
H 1.980 -1.396 2.020 0.311 0.022 0.400
H -1.744 1.392 -0.974 0.252 0.140 0.186
H 1.374 0.187 3.448 0.329 0.000 0.198
H -0.183 0.325 -2.448 0.040 -0.063 -0.026

=====

Number 1: E -9965.8995 eV. Number 2: E -8826.9935 eV.